Entry 1:
This record from the Open Molecules 2025 dataset describes a structure of composition C17H30F3GaO8P. The level of theory is the ωB97M-V functional and the def2-TZVPD basis.

The geometry in XYZ format:
```
60
Properties=species:S:1:pos:R:3:forces:R:3:nbo_charge:R:1
C -3.1054 1.2565 -3.2231 -0.03 0.03 -0.04 -0.61
C -3.4025 1.6474 -1.7672 0.05 0.02 -0.09 -0.88
Ga -4.3875 3.3831 -1.4682 -0.04 -0.25 0.37 0.88
C -6.3614 3.3679 -1.9306 -0.02 0.17 0.02 -0.91
C -6.6423 2.6352 -3.2180 0.06 -0.09 -0.16 0.01
O -5.9140 3.1786 -4.3019 -0.10 0.12 -0.03 -0.71
C -8.1497 2.5569 -3.5873 -0.07 -0.02 0.06 0.94
F -8.4175 2.9074 -4.8556 0.00 -0.04 -0.02 -0.33
F -8.9479 3.3204 -2.8121 0.02 0.04 -0.04 -0.34
F -8.6070 1.2842 -3.4368 -0.03 0.01 0.02 -0.35
P -3.5853 5.1196 -2.9112 0.06 -0.02 -0.13 0.96
O -4.6204 6.1532 -3.3097 -0.13 -0.03 -0.09 -1.17
H -2.2711 0.5505 -3.3092 -0.08 -0.01 0.04 0.19
H -2.8624 2.1264 -3.8413 0.03 -0.05 0.03 0.19
H -3.9792 0.7929 -3.6916 0.03 0.05 0.00 0.19
H -3.9678 0.8397 -1.2850 0.05 0.05 0.02 0.20
H -2.4655 1.7120 -1.2025 -0.02 0.00 -0.04 0.20
H -4.2076 3.9004 0.0477 0.04 0.07 -0.07 -0.32
H -6.6974 4.4057 -2.0529 -0.01 -0.04 0.09 0.22
H -6.9259 2.9505 -1.0915 -0.01 -0.08 -0.09 0.22
H -6.3403 1.5849 -3.1543 0.05 0.06 0.03 0.19
H -5.8870 4.1416 -4.1906 0.09 0.04 0.04 0.49
H -2.9506 4.5838 -4.0752 0.04 -0.05 0.04 -0.12
H -2.3914 5.7186 -2.4051 0.02 0.08 0.04 -0.13
O -0.4673 -0.7647 -1.0213 0.07 -0.10 0.04 -0.56
C 0.5488 -0.4519 -1.5644 -0.03 0.05 -0.01 0.79
O 0.5744 0.0230 -2.8359 -0.02 -0.05 -0.02 -0.49
C 1.9242 0.2428 -3.2647 0.01 -0.01 -0.01 -0.07
C 2.7389 0.3966 -1.9818 -0.09 0.03 0.01 -0.43
C 1.9647 -0.5020 -1.0233 0.02 0.11 -0.02 -0.54
H 2.2457 -0.6245 -3.8474 0.01 0.01 0.00 0.17
H 1.9259 1.1220 -3.9047 0.01 0.01 0.01 0.20
H 3.7822 0.1160 -2.1109 -0.01 -0.04 -0.01 0.22
H 2.6979 1.4326 -1.6421 0.02 0.00 -0.01 0.21
H 2.3082 -1.5369 -1.0680 0.02 0.00 0.02 0.25
H 1.9765 -0.1748 0.0133 0.00 -0.06 0.02 0.24
O 3.3747 -3.5723 -0.3086 0.01 -0.04 0.03 -0.58
C 2.9211 -3.6542 0.7977 -0.03 0.00 -0.05 0.80
O 3.3016 -2.8230 1.7916 0.05 0.02 0.02 -0.50
C 2.6705 -3.1984 3.0336 -0.03 -0.04 0.04 -0.07
C 1.4307 -3.9879 2.6273 0.01 0.06 -0.08 -0.43
C 1.8857 -4.6312 1.3208 -0.01 0.07 0.03 -0.53
H 3.3823 -3.8025 3.5997 -0.04 -0.01 0.03 0.17
H 2.4669 -2.2910 3.5934 0.00 -0.01 -0.02 0.21
H 1.1208 -4.6955 3.3929 0.02 -0.02 0.00 0.22
H 0.6034 -3.3042 2.4351 -0.01 -0.01 0.01 0.22
H 2.3873 -5.5892 1.4772 -0.01 -0.01 0.00 0.23
H 1.1033 -4.7703 0.5795 0.01 -0.03 -0.01 0.25
O 3.9065 -2.6030 6.6905 0.06 0.00 0.01 -0.56
C 4.9024 -2.2930 6.1063 -0.01 -0.02 -0.04 0.79
O 4.8749 -1.8418 4.8295 -0.02 0.01 -0.02 -0.50
C 6.2079 -1.6494 4.3272 0.00 0.02 0.00 -0.07
C 7.0771 -1.4707 5.5696 -0.05 0.02 0.02 -0.43
C 6.3413 -2.3359 6.5877 -0.02 0.03 -0.01 -0.53
H 6.4857 -2.5338 3.7496 0.02 0.00 0.00 0.18
H 6.1870 -0.7880 3.6653 0.01 0.00 0.01 0.21
H 8.1113 -1.7613 5.3996 0.00 -0.02 0.00 0.22
H 7.0606 -0.4268 5.8848 0.02 0.00 -0.01 0.21
H 6.6663 -3.3784 6.5569 0.01 0.00 0.01 0.24
H 6.3980 -1.9936 7.6175 0.01 -0.01 0.00 0.24
```
Forces are in eV/Å.

Calculated values
Frontier orbital gap in hartree: 0.2274
Net charge: -1
Lowest unoccupied orbital energy in eV: 1.596


Entry 2:
This record from the Open Molecules 2025 dataset describes a structure of composition C17H30N4OP2W at a distorted geometry. The level of theory is the ωB97M-V functional and the def2-TZVPD basis.

The geometry in XYZ format:
```
55
Properties=species:S:1:pos:R:3:forces:R:3:nbo_charge:R:1
W 0.0620 0.0206 -0.1416 -2.57 0.04 2.99 1.57
P 2.5109 -0.2725 -0.1250 1.58 -0.72 -0.64 0.98
P -2.4611 0.0313 0.2329 -0.96 -0.45 -0.35 1.05
N 0.0263 0.9851 -1.6747 0.32 -1.32 2.93 -0.51
H 1.1755 -2.2739 2.0482 -0.54 -0.41 0.08 0.12
C 3.0521 -1.7915 -0.9482 0.15 -0.26 -0.09 -0.95
H 4.1519 -1.8563 -0.9525 -0.37 0.01 0.01 0.28
H 2.6896 -1.8007 -1.9848 0.11 0.00 0.23 0.26
H 2.6337 -2.6634 -0.4261 0.16 0.21 -0.11 0.27
C 3.2944 -0.2674 1.5119 -0.01 0.05 0.31 -0.94
H 4.3750 -0.4564 1.4200 -0.35 0.05 -0.07 0.28
H 2.8487 -1.0442 2.1494 0.17 0.19 -0.23 0.27
H 3.1478 0.7045 2.0018 0.06 -0.20 -0.18 0.26
C 3.2384 1.1009 -1.0913 0.03 0.10 0.12 -0.93
H 4.3387 1.0501 -1.0360 -0.40 0.00 -0.01 0.28
H 2.9028 2.0715 -0.6959 0.14 -0.29 -0.08 0.26
H 2.9169 1.0273 -2.1413 0.10 -0.05 0.35 0.26
C -3.3146 -1.4067 -0.4641 0.04 -0.19 -0.14 -0.95
H -4.4023 -1.2961 -0.3308 0.36 -0.03 -0.03 0.27
H -2.9570 -2.3118 0.0434 -0.12 0.27 -0.10 0.28
H -3.0872 -1.4890 -1.5348 -0.13 0.01 0.22 0.26
C -2.9672 0.0651 1.9786 0.22 0.10 0.24 -0.94
H -4.0661 0.0620 2.0540 0.36 0.02 -0.13 0.27
H -2.5813 0.9657 2.4739 -0.17 -0.14 -0.13 0.25
H -2.5566 -0.8176 2.4878 -0.15 0.24 -0.24 0.28
C -3.2118 1.4790 -0.5857 0.06 0.06 0.11 -0.95
H -4.2961 1.4962 -0.3790 0.44 0.05 -0.13 0.27
H -3.0300 1.4128 -1.6699 -0.14 0.01 0.36 0.26
H -2.7458 2.4026 -0.2095 -0.24 -0.23 -0.11 0.25
C -0.0124 1.8145 -2.7553 -0.29 0.37 -0.36 0.00
C 0.0079 2.1405 -5.1419 -0.05 -0.13 -0.09 -0.19
C -0.0340 1.2789 -4.0628 -0.01 -0.22 0.50 -0.16
C -0.0397 3.2154 -2.5415 0.12 -0.26 0.07 -0.18
C 0.0001 4.0601 -3.6368 -0.07 0.00 0.06 -0.15
C 0.0298 3.5247 -4.9310 0.05 0.01 -0.17 -0.13
H 0.0154 1.7178 -6.1476 -0.03 0.28 0.25 0.25
H -0.0986 0.1888 -4.1634 0.15 0.49 -0.16 0.23
H -0.1078 3.5970 -1.5161 0.16 -0.11 -0.45 0.23
H 0.0041 5.1378 -3.4765 -0.04 -0.28 -0.14 0.24
H 0.0576 4.1911 -5.7992 0.01 -0.23 0.40 0.25
C 0.1341 -2.6853 1.9879 0.70 0.18 -0.06 0.10
O -0.6533 -1.8060 1.2269 1.08 2.91 -2.99 -0.78
C 0.1635 -4.0674 1.3313 0.18 -0.51 0.32 -0.64
H 0.0376 -4.8375 2.1099 0.03 0.15 -0.42 0.24
H 1.1397 -4.2534 0.8628 -0.33 -0.01 -0.06 0.21
H -0.6375 -4.1908 0.5835 0.32 0.15 0.36 0.23
C -0.4664 -2.6994 3.3866 -0.08 -0.19 0.29 -0.62
H -1.5239 -3.0102 3.3273 0.37 0.12 0.06 0.22
H -0.4029 -1.7070 3.8698 -0.05 -0.42 -0.17 0.20
H 0.0689 -3.4369 4.0068 -0.20 0.36 -0.11 0.24
N 0.2786 0.9414 1.5885 0.05 -0.28 -2.73 -0.68
C 0.2886 1.2670 2.7444 -0.56 2.15 2.78 0.74
N 0.2215 1.8751 3.8357 0.27 -1.79 -2.13 -0.42
C 0.0141 1.4336 5.0791 -0.48 -0.48 3.29 0.36
N -0.1726 1.1826 6.2209 0.55 0.62 -3.49 -0.18
```
Forces are in eV/Å.

Calculated values
Frontier orbital gap (spin up / spin down) in hartree: 0.1915 / 0.2114
Net charge: +2
Lowest unoccupied orbital energy (spin up / spin down) in eV: -9.958 / -9.397